a.
17
Properties=species:S:1:pos:R:3 method="wB97M-V/def2-TZVPD" total_charge=+1 gap_ev=9.90
C -0.49068 0.46564 2.01083
C -0.33706 0.79214 0.51774
C 0.00366 -0.48472 -0.20520
N -0.83740 -1.47325 -0.37212
N 0.81058 1.64019 0.27611
S 1.64229 -0.48523 -0.62599
H -0.58275 1.39021 2.57310
H -1.37666 -0.13240 2.19629
H 0.38182 -0.07092 2.37253
H -1.28137 1.20822 0.13963
H 0.26491 -0.88226 -2.78179
H -0.56995 -2.34368 -0.81454
H -1.79960 -1.39866 -0.06581
H -0.08193 -0.96022 -3.47788
H 1.15455 2.11185 1.10133
H 0.67507 2.31406 -0.46534
H 1.66032 -1.76459 -1.09008

---

b.
17
Properties=species:S:1:pos:R:3 method="wB97M-V/def2-TZVPD" total_charge=+1 gap_ev=9.69
C -1.05929 -1.38588 -0.83327
C -1.23545 0.36924 0.93070
C 1.53657 0.67190 -0.19954
N 1.67645 0.98330 1.10119
N -0.75920 0.10462 -0.48185
S 2.27495 -0.71983 -0.91558
H -0.33541 -2.04539 -0.34875
H -2.04288 -1.60179 -0.44501
H -0.87849 -1.53661 -1.97135
H -0.72112 -0.24394 1.73853
H -1.15458 1.45502 1.31246
H -2.34155 0.16486 1.00364
H 0.96403 1.44290 -0.83538
H 1.42017 1.90174 1.42947
H 2.01538 0.31408 1.74352
H -1.45231 0.60550 -1.11063
H 2.09275 -0.47971 -2.11815

---

c.
17
Properties=species:S:1:pos:R:3 method="wB97M-V/def2-TZVPD" total_charge=+1 gap_ev=7.88
C -1.41915 -1.55186 1.06149
C -1.71666 -0.72307 -0.26059
S -2.10256 1.10339 -0.14477
H -1.15808 -2.60152 0.93303
H -2.37273 -1.51182 1.71527
H -0.48693 -1.06053 1.49131
H -0.86075 -0.59247 -0.86971
H -2.56172 -1.15814 -0.85429
H -3.43393 0.79921 0.13444
N 1.83648 1.88368 -0.83283
C 2.42154 0.76188 -0.65798
N 1.90305 -0.12862 0.18243
H 0.87371 2.13423 -0.64583
H 2.37920 2.52793 -1.48602
H 3.32555 0.57425 -1.18366
H 2.40613 -0.43683 0.96296
H 0.96687 -0.01971 0.45474

---

The most stable of them is a.